(1)
A 9-piece molecular cluster, C5H25NO10 overall. Source: the Open Molecules 2025 dataset; level of theory: ωB97M-V with the def2-TZVPD basis set.

Energy above the lowest of the compared OMol25 structures with the same formula, charge and spin = 72.6 kcal per mole
Frontier orbital gap = 10.2 eV
SMILES = CC[C@@H](C=O)NC=O.O.O.O.O.O.O.O.O
Charge = 0

Each line ends with the Löwdin charge.
Element x y z (Å)
C -1.074 3.148 0.018  -0.026
C 0.417 2.804 -0.430  -0.128
C 0.463 1.344 -0.947  -0.272
C 0.508 1.285 -2.476  -0.245
O -0.307 0.970 -3.282  0.085
N 1.767 0.749 -0.559  0.063
C 2.224 -0.455 -1.189  -0.248
O 1.718 -0.857 -2.220  -0.006
H -1.681 3.173 -0.864  0.062
H -1.514 2.368 0.529  0.030
H -0.925 4.110 0.521  0.085
H 0.889 3.394 -1.184  0.106
H 1.137 2.869 0.340  0.087
H -0.232 0.670 -0.565  0.085
H 1.596 1.314 -2.765  0.136
H 2.188 1.146 0.251  0.079
H 3.155 -0.899 -0.815  0.141
O -1.029 -1.007 0.765  0.011
H -0.235 -0.553 0.658  -0.009
H -1.464 -1.309 0.025  -0.045
O -1.949 -2.146 -1.454  -0.040
H -1.097 -2.114 -1.880  -0.002
H -2.578 -2.610 -1.993  0.070
O 0.176 -2.847 -2.828  -0.035
H 0.417 -2.199 -3.545  0.095
H 0.960 -3.153 -2.478  0.007
O 2.701 0.571 2.341  -0.041
H 2.100 -0.177 2.416  0.010
H 3.230 0.477 3.106  0.024
O -1.794 0.443 3.109  -0.107
H -1.312 0.477 2.261  -0.003
H -2.681 0.092 2.730  0.096
O 0.539 -1.169 3.676  -0.063
H -0.192 -1.650 3.278  0.010
H 0.145 -0.614 4.351  0.042
O 0.952 -3.314 2.020  -0.049
H 0.071 -3.421 2.368  0.026
H 0.778 -2.802 1.216  0.021
O -2.969 0.702 -1.270  -0.012
H -2.535 1.337 -1.728  -0.052
H -2.562 -0.150 -1.509  0.014

***

(2)
C11H18ClIN2O2PY as an isolated structure. Source: the Open Molecules 2025 dataset; level of theory: ωB97M-V with the def2-TZVPD basis set.

Energy above the lowest of the compared OMol25 structures with the same formula, charge and spin = 3.0 kcal per mole
Frontier orbital gap = 7.8 eV
Charge = +2

Each line ends with the Löwdin charge.
Element x y z (Å)
C 0.496 -1.594 -0.969  -0.061
C 1.992 -1.316 -1.220  -0.498
H 0.294 -2.670 -1.110  0.135
H -0.139 -1.008 -1.681  0.001
H 0.216 -1.384 0.091  0.002
O 2.554 -1.204 -2.304  0.110
I 2.464 1.147 0.123  0.949
Y -1.350 0.507 0.134  1.186
P -0.390 1.271 -2.736  0.723
C 1.248 1.709 -3.439  -0.282
C -0.906 -0.010 -3.982  -0.255
H -2.255 2.782 -3.148  0.045
H -1.072 2.795 -4.504  0.064
H -0.709 3.651 -2.973  0.056
C -1.195 2.773 -3.414  -0.275
H -1.933 -0.349 -3.761  0.054
H -0.895 0.393 -5.007  0.070
H 1.115 2.074 -4.470  0.072
H 1.926 0.848 -3.432  0.031
H -0.242 -0.889 -3.940  0.048
H 1.701 2.508 -2.831  0.036
C 2.834 -1.040 0.021  -0.639
O 3.491 -1.804 0.652  0.155
Cl -3.772 0.739 -0.075  -0.036
N -0.180 -1.063 6.163  0.193
C -0.332 -0.854 4.837  -0.264
C 0.552 -1.463 3.915  0.045
C 0.318 -1.287 2.564  -0.104
N -0.678 -0.477 2.082  -0.176
C -1.515 0.145 2.993  -0.134
C -1.341 0.006 4.360  0.030
H 0.516 -1.703 6.513  0.134
H -0.827 -0.661 6.824  0.133
H 1.382 -2.063 4.267  0.135
H 0.937 -1.781 1.821  0.094
H -2.348 0.739 2.556  0.086
H -1.958 0.534 5.081  0.136

***

(3)
A 10-piece molecular cluster, C40H60O20 overall. Source: the Open Molecules 2025 dataset; level of theory: ωB97M-V with the def2-TZVPD basis set.

Energy above the lowest of the compared OMol25 structures with the same formula, charge and spin = 85.2 kcal per mole
Frontier orbital gap = 8.9 eV
SMILES = O=C1CCCO1.O=C1CCCO1.O=C1CCCO1.O=C1CCCO1.O=C1CCCO1.O=C1CCCO1.O=C1CCCO1.O=C1CCCO1.O=C1CCCO1.O=C1CCCO1
Charge = 0

Each line ends with the Löwdin charge.
Element x y z (Å)
O -0.092 0.248 2.442  0.139
C 0.298 0.195 1.317  -0.550
C 0.062 -0.795 0.246  -0.078
C 0.115 0.036 -0.998  -0.134
C 1.220 1.074 -0.549  -0.121
O 1.041 1.162 0.867  0.043
H 0.942 -1.431 0.345  0.134
H -0.751 -1.520 0.285  0.101
H 0.354 -0.603 -1.848  0.107
H -0.761 0.577 -1.356  0.085
H 2.193 0.683 -0.848  0.108
H 0.990 2.054 -0.967  0.116
O -2.455 -5.194 -5.270  0.096
C -1.726 -4.209 -5.382  -0.459
C -1.066 -3.730 -6.664  -0.086
C -0.421 -2.405 -6.372  -0.151
C -0.371 -2.311 -4.837  -0.131
O -1.358 -3.296 -4.471  -0.004
H -0.390 -4.518 -6.997  0.132
H -1.897 -3.709 -7.369  0.132
H 0.572 -2.292 -6.807  0.117
H -1.046 -1.595 -6.748  0.115
H 0.604 -2.600 -4.445  0.127
H -0.631 -1.294 -4.539  0.108
O -5.833 0.317 -3.071  0.100
C -4.989 0.017 -2.249  -0.522
C -4.487 -1.363 -1.906  -0.042
C -3.263 -0.989 -1.069  -0.157
C -3.475 0.442 -0.590  -0.124
O -4.491 0.919 -1.461  0.057
H -5.160 -1.934 -1.266  0.132
H -4.388 -1.898 -2.850  0.127
H -3.157 -1.652 -0.210  0.094
H -2.282 -1.044 -1.540  0.090
H -3.920 0.453 0.404  0.123
H -2.561 1.026 -0.702  0.112
O 0.066 2.215 6.573  0.087
C 0.819 2.923 5.876  -0.340
C 1.021 2.670 4.409  -0.107
C 2.138 3.589 4.089  -0.160
C 2.112 4.696 5.152  -0.198
O 1.617 4.048 6.271  -0.002
H 1.287 1.618 4.313  0.127
H 0.133 2.837 3.800  0.120
H 3.046 2.987 4.110  0.124
H 1.944 4.039 3.115  0.102
H 3.085 5.179 5.241  0.125
H 1.393 5.492 4.954  0.122
O -2.295 -2.261 2.509  0.077
C -2.823 -2.862 3.448  -0.447
C -2.446 -4.262 3.838  -0.097
C -3.636 -4.723 4.638  -0.148
C -4.109 -3.411 5.275  -0.126
O -3.782 -2.418 4.289  0.030
H -2.310 -4.768 2.883  0.107
H -1.503 -4.200 4.382  0.142
H -4.252 -5.144 3.844  0.122
H -3.412 -5.401 5.462  0.119
H -5.175 -3.362 5.497  0.131
H -3.503 -3.244 6.166  0.133
O 5.808 6.387 0.149  0.095
C 4.717 5.876 -0.058  -0.479
C 3.732 5.378 0.968  -0.057
C 2.847 4.448 0.036  -0.134
C 2.956 5.042 -1.396  -0.104
O 4.183 5.814 -1.290  0.018
H 4.296 4.878 1.755  0.119
H 3.184 6.157 1.498  0.122
H 2.960 3.388 0.263  0.096
H 1.836 4.497 0.441  0.094
H 2.892 4.204 -2.090  0.091
H 2.194 5.780 -1.644  0.122
O 2.850 1.864 -2.872  0.092
C 2.191 2.110 -3.865  -0.492
C 1.181 1.127 -4.503  -0.049
C 0.901 1.777 -5.873  -0.148
C 1.488 3.111 -5.769  -0.176
O 2.349 3.123 -4.652  0.072
H 1.413 0.067 -4.399  0.114
H 0.331 1.276 -3.837  0.113
H 1.449 1.342 -6.709  0.123
H -0.174 1.856 -6.037  0.124
H 2.113 3.323 -6.637  0.135
H 0.828 3.970 -5.645  0.138
O 5.008 1.493 2.082  0.059
C 5.151 0.392 1.510  -0.438
C 4.136 -0.785 1.611  -0.065
C 4.452 -1.488 0.335  -0.199
C 5.909 -1.270 0.144  -0.117
O 6.127 0.085 0.664  0.042
H 4.445 -1.436 2.429  0.131
H 3.084 -0.524 1.722  0.112
H 4.140 -2.531 0.394  0.120
H 3.780 -1.129 -0.443  0.110
H 6.496 -1.937 0.775  0.130
H 6.305 -1.324 -0.870  0.131
O -2.503 1.508 5.858  0.101
C -2.809 1.974 4.778  -0.476
C -3.376 1.205 3.559  -0.038
C -3.325 2.330 2.463  -0.146
C -3.047 3.636 3.197  -0.150
O -2.605 3.237 4.474  0.022
H -2.890 0.262 3.311  0.094
H -4.405 0.901 3.749  0.116
H -2.477 2.087 1.822  0.091
H -4.201 2.338 1.814  0.104
H -2.282 4.238 2.705  0.125
H -3.945 4.205 3.438  0.128
O 1.993 -4.160 -1.194  0.092
C 0.825 -4.465 -1.048  -0.479
C 0.021 -5.464 -1.826  -0.049
C -1.271 -5.589 -0.968  -0.133
C -1.371 -4.294 -0.217  -0.125
O 0.021 -3.846 -0.164  0.006
H -0.177 -5.019 -2.801  0.109
H 0.468 -6.443 -1.998  0.130
H -2.169 -5.621 -1.585  0.120
H -1.160 -6.437 -0.293  0.120
H -1.962 -3.527 -0.718  0.110
H -1.751 -4.454 0.792  0.104